Run P
A structure of composition C39H36IN4O3P2ReS2. Source: the Open Molecules 2025 dataset; level of theory: ωB97M-V/def2-TZVPD.

Output
- highest occupied orbital energy (spin up / spin down) (eV) = -9.8 / -10.3
- <S²> = 3.7724
- orbital gap (spin up / spin down) (eV) = 6.880 / 6.325

Geometry as ORCA input:
```
! wB97M-V def2-TZVPD RIJCOSX def2/J DEFGRID3
* xyz 1 4
Re -0.05074 0.25209 -1.49895
I 1.48564 3.54436 0.17466
S 1.11284 -1.85122 -1.38774
S -2.28798 -2.04857 1.31030
P 1.31345 -1.13230 0.53471
P -1.33382 -0.37694 1.68713
O -0.04293 0.37295 -3.59094
O -1.34078 0.12401 -5.38377
O -3.74161 -4.14544 -4.51723
N 1.90663 1.30885 -1.81200
N -1.92884 -0.71353 -1.87844
N -2.22980 -2.76603 -5.52429
N -1.20235 2.14772 -1.68176
C -1.59931 2.12771 -4.12552
C 2.00657 -4.64336 3.38903
C -0.37584 -1.42849 5.51534
C -3.06062 -3.13992 -4.52423
C -4.19792 3.23659 1.66926
C -3.80764 0.87392 1.93687
C -2.45623 1.06079 1.65497
C 5.23249 -0.04204 0.16254
C 3.00561 0.73184 1.63266
C -3.10249 -0.38673 -1.31671
C 0.23513 0.88187 5.25548
C -4.30424 -1.84786 -2.76430
C 4.22764 1.35463 1.84661
C 4.30037 2.37760 -2.80918
C -0.80161 -1.46671 4.19301
C -1.93515 -1.61422 -2.87807
C 1.48451 -2.50951 1.69491
C 5.33814 0.97069 1.10844
C 2.61277 0.70438 -2.79817
C -0.01013 -0.00498 0.57336
C 1.22536 -3.81194 1.27542
C 4.01686 -0.67499 -0.04690
C 2.41149 2.45998 -1.34447
C -0.71315 -0.33032 3.39938
C -0.98570 2.88438 -2.96102
C 3.59455 3.01702 -1.80765
C -3.09605 -2.17906 -3.36166
C -4.67268 1.95904 1.94360
C 0.14426 -0.25879 6.04623
C -4.30268 -0.92666 -1.73091
C -0.20058 0.84831 3.94163
C -0.96696 0.76584 -4.41974
C 2.89881 -0.27916 0.68103
C -1.98531 2.34403 1.40285
C 2.26441 -3.34517 3.80926
C 3.79073 1.19471 -3.31393
C 2.00758 -2.27826 2.96652
C -2.84853 3.43076 1.40462
C 1.48332 -4.87598 2.12593
H 1.27502 -5.88652 1.79837
H 4.28842 0.64540 -4.10055
H 2.12792 1.03627 2.19352
H 3.94913 3.94222 -1.37953
H -4.87681 4.07984 1.67281
H -1.52686 2.72195 -5.03650
H 2.66537 -3.16113 4.79791
H 0.62801 1.80276 5.67030
H -1.83019 -1.83480 -5.56412
H 2.21315 -1.27057 3.30636
H 0.46926 -0.22881 7.07919
H 0.08716 3.00172 -3.10562
H -5.21349 -0.63185 -1.22909
H 3.93430 -1.47022 -0.77793
H -2.19027 -3.35514 -6.33889
H -1.21521 -2.37400 3.77268
H 5.22424 2.79971 -3.18331
H -2.47011 4.42848 1.21280
H 4.31096 2.13982 2.58895
H -0.99599 2.74781 -0.88926
H 2.19906 -0.21147 -3.18047
H -5.21814 -2.30661 -3.12106
H -5.72197 1.80819 2.16517
H 0.80591 -3.99722 0.29483
H -0.14371 1.74992 3.34114
H 6.29261 1.45545 1.27538
H -4.17321 -0.12738 2.13544
H -0.45243 -2.31764 6.12930
H -2.19783 1.95499 -1.60299
H -0.92316 2.47679 1.22961
H -2.67052 1.97020 -3.96394
H 6.10306 -0.34650 -0.40647
H 2.21545 -5.47538 4.05016
H -3.07744 0.31412 -0.49415
H -0.98236 -1.85328 -3.32196
H -1.42684 3.87697 -2.87623
*
```

Run Q
A structure of composition C39H36IN4O3P2ReS2. Source: the Open Molecules 2025 dataset; level of theory: ωB97M-V/def2-TZVPD.

Output
- highest occupied orbital energy (spin up / spin down) (eV) = -10.0 / -10.6
- <S²> = 3.7708
- orbital gap (spin up / spin down) (eV) = 6.768 / 6.465

Geometry as ORCA input:
```
! wB97M-V def2-TZVPD RIJCOSX def2/J DEFGRID3
* xyz 1 4
Re 0.02953 -0.08272 2.17581
I 2.54081 1.04824 2.73882
S 0.03278 -3.11419 -0.18787
S -3.11106 0.93061 0.39142
P 0.76629 -1.37396 -0.79512
P -1.57252 0.55232 -0.82192
O 0.60715 -2.31645 5.28848
O -0.04720 -0.45608 4.24993
O -0.70379 6.25849 1.49393
N 1.60405 -1.67109 2.44704
N -0.93619 1.75348 2.61021
N -1.75357 -1.29374 2.12025
N -1.81788 4.95447 -0.00188
C -0.88014 2.81378 1.78674
C -1.44395 1.93928 3.84498
C 1.08156 -1.32752 -5.38216
C 1.22316 -0.16297 -3.28615
C 2.67237 -1.04601 2.94673
C -3.46199 -2.60205 -2.54113
C 0.08510 2.69949 -1.58213
C -0.23148 -1.68052 4.69230
C 2.56822 -1.23541 -0.52935
C -0.08465 -0.01561 0.03982
C 0.80579 -1.31127 -2.61531
C -2.22532 -0.28702 -3.45272
C 0.69552 -2.47964 -4.71440
C -2.23927 -0.57509 -2.09078
C 1.55784 -3.00094 2.58277
C -1.59915 -2.30511 4.40743
C 3.21102 -0.00986 -0.67198
C -1.15252 2.08245 -1.71999
C 4.70908 -2.30899 -0.27224
C -1.89799 3.16374 4.28480
C -1.85479 3.85487 -3.19357
C -1.82626 4.25474 3.43675
C -2.13466 2.68215 -2.50980
C -3.44743 -2.30963 -3.89760
C 3.72690 -1.65337 3.57521
C 0.55241 -2.47370 -3.33416
C -1.32561 4.06641 2.15821
C 4.59572 0.06677 -0.61317
C -1.24385 5.21687 1.19150
C -0.60389 4.44963 -3.07477
C 3.67230 -3.03818 3.68878
C 0.36035 3.88129 -2.25711
C -2.83872 -1.14912 -4.34868
C 2.58007 -3.71433 3.18053
C 5.34546 -1.08152 -0.40524
C -2.87241 -1.73168 -1.64113
C -2.45241 -1.55128 3.40343
C 3.32675 -2.38729 -0.34662
C 1.34670 -0.16837 -4.66562
H 4.54448 -1.07336 3.97609
H -0.45381 2.65516 0.80974
H -1.74178 0.60531 -3.82125
H 1.18437 -1.33241 -6.45954
H -2.29033 3.25474 5.28709
H -2.15660 5.23695 3.74907
H -2.92628 -1.94057 -0.58166
H -2.61359 4.30614 -3.81990
H 0.68760 -3.49178 2.17512
H 2.63223 0.89221 -0.82642
H 6.42536 -1.02205 -0.36267
H 1.32709 4.35530 -2.14608
H -2.82957 -0.91506 -5.40503
H -1.50133 -2.16710 1.64292
H 1.66534 0.73083 -5.17748
H 4.47296 -3.57083 4.18384
H -1.43397 -3.34097 4.10577
H 0.83193 2.25042 -0.93709
H -1.45621 1.07872 4.49372
H -1.83517 5.68069 -0.69889
H 0.24062 -3.36976 -2.81482
H -2.75560 -0.58672 3.80819
H 2.82605 -3.34520 -0.27268
H -2.39490 -0.78821 1.48820
H 0.50265 -3.38950 -5.26744
H 5.08969 1.02249 -0.73524
H -3.11478 2.22591 -2.58161
H -0.38553 5.36117 -3.61580
H 2.49556 -4.78762 3.26547
H -3.91721 -2.98393 -4.60173
H 1.45814 0.73782 -2.73929
H -2.36984 4.12296 -0.14969
H -3.36290 -2.11566 3.19478
H -3.94386 -3.50211 -2.18295
H 5.29274 -3.20893 -0.12574
H -2.13183 -2.33945 5.35977
*
```

Each structure's energy above the most stable one, in kcal/mol: run P 0.0; run Q 33.1.

Run P
A cluster of 2 separate species, C3H4S2 in total. Source: the Open Molecules 2025 dataset; level of theory: ωB97M-V/def2-TZVPD.

Output
- highest occupied orbital energy (spin up / spin down) (eV) = -6.9 / -8.4
- <S²> = 2.0163
- orbital gap (spin up / spin down) (eV) = 6.812 / 7.168

Geometry as ORCA input:
```
! wB97M-V def2-TZVPD RIJCOSX def2/J DEFGRID3
* xyz 0 3
S -2.37175 1.22736 0.07954
S -1.90404 -0.75576 -0.29775
C 1.24295 -0.31536 -0.97644
C 1.19425 0.23911 0.14189
C -1.27200 0.25494 0.97605
H -1.37140 0.14018 1.98841
H 0.43838 -0.53767 -1.76738
H 2.32482 -0.84089 -1.26490
H 1.71880 0.58811 1.12058
*
```

Run Q
A cluster of 2 separate species, C3H4S2 in total. Source: the Open Molecules 2025 dataset; level of theory: ωB97M-V/def2-TZVPD.

Output
- highest occupied orbital energy (spin up / spin down) (eV) = -7.8 / -8.8
- <S²> = 2.0271
- orbital gap (spin up / spin down) (eV) = 8.386 / 6.722

Geometry as ORCA input:
```
! wB97M-V def2-TZVPD RIJCOSX def2/J DEFGRID3
* xyz 0 3
S -0.68081 -1.58230 -0.88966
S -1.94003 1.71527 -0.74954
C 0.62730 -1.27191 0.40789
C -0.26828 -0.20023 -0.04970
C -0.64584 1.11387 0.12755
H 0.36563 -1.66604 1.39146
H 1.54139 -1.16505 -0.12784
H 1.15737 1.16810 -0.89611
H -0.15673 1.88828 0.78596
*
```

Each structure's energy above the most stable one, in kcal/mol: run P 27.1; run Q 0.0.

Run P
A cluster of 2 separate species, C6H12O in total. Source: the Open Molecules 2025 dataset; level of theory: ωB97M-V/def2-TZVPD.

Output
- highest occupied orbital energy (spin up / spin down) (eV) = -13.9 / -13.8
- <S²> = 0.7522
- orbital gap (spin up / spin down) (eV) = 9.083 / 5.346

Geometry as ORCA input:
```
! wB97M-V def2-TZVPD RIJCOSX def2/J DEFGRID3
* xyz 1 2
O 1.14421 2.77538 -2.00975
C -1.79966 1.85344 0.37409
C -0.78313 -0.45284 0.54702
C 2.08086 -2.74223 0.67554
C -0.03589 -1.57509 -0.07254
C -1.04602 0.72111 -0.17619
C 0.95650 -2.10724 0.96119
H 0.54002 -1.15409 -0.88734
H -0.94393 -0.53143 1.60972
H 2.66648 -3.23479 1.43967
H 2.42705 -2.84955 -0.34958
H 0.64077 -2.07000 2.00308
H -2.19283 1.62514 1.35951
H -2.72916 1.92403 -0.21759
H -1.24766 2.79249 0.34414
H -0.69372 0.83641 -1.20149
H -0.71640 -2.36693 -0.38963
H 1.47417 3.62268 -2.33767
H 0.25832 2.93350 -1.67217
*
```

Run Q
A cluster of 2 separate species, C6H12O in total. Source: the Open Molecules 2025 dataset; level of theory: ωB97M-V/def2-TZVPD.

Output
- highest occupied orbital energy (spin up / spin down) (eV) = -14.0 / -14.0
- <S²> = 0.7788
- orbital gap (spin up / spin down) (eV) = 8.760 / 6.793

Geometry as ORCA input:
```
! wB97M-V def2-TZVPD RIJCOSX def2/J DEFGRID3
* xyz 1 2
O -3.65411 -3.13912 -2.13275
C 1.41977 1.15419 0.18995
C 1.62477 2.57892 0.43670
C 0.89757 -1.57385 -0.85039
C 0.41736 0.29563 0.63709
C -0.39866 0.72574 1.79930
C 0.02545 -0.82820 -0.13664
H -2.96440 -2.85997 -2.74476
H 0.90819 3.18756 -0.13017
H -1.03399 -1.04787 -0.07888
H 1.87243 -1.20807 -1.11407
H 1.39744 2.83447 1.47521
H -0.77887 1.73790 1.73598
H 0.63436 -2.59390 -1.09398
H 2.29422 0.67268 -0.24449
H 2.61912 2.90112 0.15909
H 0.23860 0.71117 2.68257
H -1.18197 0.02867 2.07798
H -4.33730 -3.57707 -2.66774
*
```

Run R
A cluster of 2 separate species, C6H12O in total. Source: the Open Molecules 2025 dataset; level of theory: ωB97M-V/def2-TZVPD.

Output
- highest occupied orbital energy (spin up / spin down) (eV) = -13.4 / -13.4
- <S²> = 0.7563
- orbital gap (spin up / spin down) (eV) = 8.802 / 5.007

Geometry as ORCA input:
```
! wB97M-V def2-TZVPD RIJCOSX def2/J DEFGRID3
* xyz 1 2
O -0.04737 1.73431 1.09826
C -0.94155 -0.72159 -2.55148
C 1.02319 -0.85178 -1.02102
C 0.99353 1.34946 1.74016
C -0.29553 -0.77341 -1.19236
C -1.27096 -0.91438 -0.04471
C 1.12844 1.63584 3.09056
H -1.83072 -1.84630 -0.09506
H -1.42020 -1.68300 -2.74101
H 1.76332 0.81918 1.18865
H -1.62685 0.12273 -2.59595
H 1.97478 1.22711 3.62506
H -1.97106 -0.08119 0.03613
H -0.21331 -0.60634 -3.35574
H 1.69223 -0.84438 -1.87040
H 0.37996 2.25380 3.57185
H -0.13386 1.16892 0.28733
H 1.47498 -1.00378 -0.04705
H -0.67903 -0.98520 0.87678
*
```

Each structure's energy above the most stable one, in kcal/mol: run P 16.1; run Q 0.0; run R 9.1.

Run P
A cluster of 2 separate species, C4H7BrNS in total. Source: the Open Molecules 2025 dataset; level of theory: ωB97M-V/def2-TZVPD.

Output
- highest occupied orbital energy (spin up / spin down) (eV) = -13.5 / -13.5
- orbital gap (spin up / spin down) (eV) = 8.125 / 8.126

Geometry as ORCA input:
```
! wB97M-V def2-TZVPD RIJCOSX def2/J DEFGRID3
* xyz 1 1
Br 2.61804 -0.13815 0.06596
S -1.59818 -1.18095 0.52101
N 0.09829 1.65848 0.35418
C 0.76929 -0.39674 -0.13496
C -1.30830 -0.82405 -1.07663
C 0.06633 -0.97395 1.08384
C 0.04295 -0.56160 -1.34564
H -0.54442 2.01851 -0.32730
H -2.11860 -0.63583 -1.89999
H -0.29147 1.60003 1.25929
H 0.20090 -0.48580 1.98330
H 0.99560 2.13108 0.53667
H 0.50611 -1.86576 1.33911
H 0.56345 -0.34527 -2.35885
*
```

Run Q
The ion C4H7BrNS with charge +1. Source: the Open Molecules 2025 dataset; level of theory: ωB97M-V/def2-TZVPD.

Output
- highest occupied orbital energy (spin up / spin down) (eV) = -11.2 / -11.4
- orbital gap (spin up / spin down) (eV) = 6.240 / 7.148

Geometry as ORCA input:
```
! wB97M-V def2-TZVPD RIJCOSX def2/J DEFGRID3
* xyz 1 1
Br -1.77084 1.30308 0.71376
S 0.78389 -1.92929 1.70187
N -0.28810 2.01146 -1.62559
C 0.79932 0.16365 -0.47772
C -0.30029 1.07306 -0.50945
C -0.81945 -2.20451 2.08613
C 1.23285 -0.85418 0.33597
H 0.59359 2.59911 -1.43310
H -1.82911 -1.93970 1.58142
H -1.20801 2.46395 -1.71714
H 2.16585 -1.40823 0.14560
H -0.23009 1.41751 -2.45539
H 1.51055 0.29958 -1.23441
H -0.64016 -2.99546 2.88804
*
```

Each structure's energy above the most stable one, in kcal/mol: run P 0.0; run Q 59.2.